A cluster of 2 separate species, ClNO3 in total in a non-equilibrium geometry. Source: the OMol25 dataset; level of theory: ωB97M-V with the def2-TZVPD basis set.

Bonds (Å) are listed after each position.
Element x y z (Å)
1 Cl 2.11 -1.79 1.45  no bonds
2 N -0.49 0.46 -0.38  O3 1.254, O4 1.225, O5 1.280
3 O -0.59 1.70 -0.17  N2 1.254
4 O 0.55 -0.19 -0.37  N2 1.225
5 O -1.58 -0.18 -0.53  N2 1.280

The HOMO-LUMO gap (spin up / spin down) comes out at 8.4 / 4.4 eV. The HOMO energy (spin up / spin down) is -4.470 / -4.418 eV. As for the expectation value of S²: 0.753. The value obtained for the LUMO energy (spin up / spin down) is 3.9755 / 0.0039 eV. For the total energy, the calculation gives -20151.56476 eV. As for the charge: -1. Its spin multiplicity is 2. The molar mass comes out at 97.5 g mol⁻¹.